DFT (wB97M-V/def2-TZVPD) results for a structure of composition C50H45AsCoFN5O5.

Each line ends with the Mulliken spin population.
CARTESIAN COORDINATES (ANGSTROEM)
1 Co 0.582 -0.775 -2.476  2.630
2 O 1.406 1.144 -2.741  0.039
3 C 1.924 1.712 -3.756  -0.010
4 C 2.097 3.130 -3.767  0.007
5 C 2.691 3.781 -4.815  -0.001
6 C 3.157 3.083 -5.944  0.001
7 C 3.002 1.719 -5.968  0.000
8 C 2.404 1.014 -4.909  -0.009
9 C 2.321 -0.418 -5.042  -0.011
10 N 1.854 -1.256 -4.192  0.071
11 C 1.840 -2.658 -4.577  0.006
12 C 0.397 -3.132 -4.536  0.006
13 N -0.104 -2.822 -3.212  0.041
14 C -1.161 -3.384 -2.795  0.024
15 C -1.756 -3.105 -1.500  -0.012
16 C -3.064 -3.525 -1.266  -0.005
17 C -3.704 -3.289 -0.063  0.002
18 C -2.992 -2.631 0.943  0.000
19 C -1.689 -2.225 0.751  0.005
20 C -1.006 -2.435 -0.483  0.007
21 O 0.203 -2.043 -0.651  -0.001
22 H 1.744 3.668 -2.896  0.000
23 H 2.804 4.859 -4.773  0.000
24 H 3.619 3.607 -6.770  0.000
25 H 3.349 1.151 -6.826  0.000
26 H 2.720 -0.808 -5.987  0.008
27 H 2.421 -3.227 -3.844  0.001
28 H 2.281 -2.813 -5.568  0.000
29 H 0.329 -4.204 -4.757  0.002
30 H -0.189 -2.579 -5.278  -0.003
31 H -1.693 -4.110 -3.424  0.003
32 H -3.591 -4.038 -2.065  0.000
33 H -4.717 -3.632 0.099  0.000
34 H -3.470 -2.441 1.900  0.000
35 H -1.146 -1.710 1.535  0.001
36 C -6.139 -0.745 1.022  0.000
37 C -5.763 0.524 0.272  0.000
38 N -4.340 0.620 -0.025  0.000
39 C -3.896 0.278 -1.271  -0.002
40 C -2.608 0.258 -1.681  -0.004
41 C -2.360 -0.100 -3.155  0.007
42 O -3.359 -0.137 -3.875  0.003
43 O -1.165 -0.332 -3.492  0.052
44 C -1.580 0.596 -0.728  0.002
45 O -0.369 0.532 -0.897  0.059
46 C -2.071 1.061 0.595  0.008
47 C -1.119 1.479 1.524  0.002
48 C -1.530 1.835 2.777  0.000
49 F -0.634 2.230 3.721  0.000
50 C -2.872 1.775 3.149  0.000
51 C -3.818 1.367 2.233  0.000
52 C -3.429 1.014 0.930  0.000
53 N -3.280 2.082 4.497  0.000
54 C -2.804 1.099 5.471  0.000
55 C -3.372 1.484 6.849  0.000
56 N -4.484 2.464 6.610  0.000
57 C -3.948 3.769 6.086  0.000
58 C -2.961 3.434 4.955  0.000
59 H -7.213 -0.766 1.209  0.000
60 H -5.617 -0.817 1.977  0.000
61 H -5.865 -1.620 0.434  0.000
62 H -6.068 1.419 0.821  0.000
63 H -6.282 0.561 -0.685  0.000
64 H -4.657 0.018 -1.997  0.000
65 H -0.073 1.478 1.239  -0.001
66 H -4.849 1.317 2.552  0.000
67 H -1.711 1.066 5.529  0.000
68 H -3.162 0.115 5.168  0.000
69 H -2.646 1.987 7.484  0.000
70 H -3.780 0.631 7.386  0.000
71 H -5.051 2.606 7.443  0.000
72 H -5.065 2.073 5.862  0.000
73 H -3.480 4.286 6.921  0.000
74 H -4.805 4.343 5.740  0.000
75 H -1.928 3.523 5.302  0.000
76 H -3.097 4.134 4.134  0.000
77 C 5.185 -4.792 -0.239  0.001
78 C 5.876 -3.591 -0.152  0.000
79 C 5.208 -2.388 -0.338  -0.001
80 C 3.846 -2.383 -0.616  0.007
81 C 3.155 -3.589 -0.710  0.006
82 C 3.825 -4.790 -0.515  -0.002
83 As 2.793 -0.767 -0.919  0.044
84 C 2.597 -0.161 0.914  0.010
85 C 1.749 -0.686 1.875  -0.003
86 C 1.707 -0.100 3.134  -0.001
87 C 2.497 1.010 3.417  0.002
88 C 3.342 1.537 2.453  -0.001
89 C 3.404 0.948 1.192  -0.001
90 C 4.267 1.378 0.071  0.008
91 C 5.126 2.472 0.079  -0.001
92 C 5.862 2.776 -1.057  0.002
93 C 5.740 2.003 -2.205  -0.001
94 C 4.881 0.913 -2.222  -0.002
95 C 4.157 0.595 -1.083  0.001
96 H 5.709 -5.729 -0.094  0.000
97 H 6.938 -3.590 0.059  0.000
98 H 5.749 -1.451 -0.269  0.001
99 H 2.091 -3.577 -0.925  0.004
100 H 3.284 -5.726 -0.583  0.000
101 H 1.126 -1.535 1.624  0.000
102 H 1.055 -0.509 3.898  0.000
103 H 2.456 1.467 4.399  0.000
104 H 3.957 2.398 2.687  0.000
105 H 5.220 3.092 0.962  0.000
106 H 6.526 3.631 -1.052  0.000
107 H 6.298 2.263 -3.096  0.000
108 H 4.760 0.331 -3.128  -0.001

The value obtained for the energy above the lowest of the compared OMol25 structures with the same formula, charge and spin is 0.0 kJ/mol. Its spin multiplicity is 4. The value obtained for the HOMO-LUMO gap (alpha / beta) is 4.291 / 4.236 eV. Its LUMO energy (alpha / beta) is -1.7 / -1.7 eV.

---

DFT (wB97M-V/def2-TZVPD) results for a structure of composition C50H45BrCl2FN8O7PPbS.

Each line ends with the Löwdin charge.
CARTESIAN COORDINATES (ANGSTROEM)
1 Pb -0.054 0.532 0.108  1.331
2 N -1.204 -3.389 -1.204  -0.115
3 P 0.107 -2.669 -0.305  1.040
4 C 0.638 -4.226 0.491  -0.351
5 C 1.081 -5.325 -0.251  -0.093
6 C 1.437 -6.500 0.386  -0.092
7 C 1.384 -6.583 1.776  -0.103
8 C 0.962 -5.494 2.517  -0.092
9 C 0.585 -4.319 1.873  -0.107
10 C 1.431 -2.316 -1.586  -0.427
11 C 1.029 -2.492 -3.068  -0.079
12 C 2.274 -2.578 -3.971  -0.256
13 C 3.433 -3.304 -3.483  -0.133
14 C 3.629 -3.281 -2.112  -0.156
15 C 2.732 -2.796 -1.174  -0.144
16 C -2.209 -2.649 -1.753  -0.395
17 C -3.339 -3.262 -2.331  -0.030
18 C -4.295 -2.461 -2.907  -0.095
19 C -4.131 -1.076 -2.906  -0.075
20 C -2.995 -0.568 -2.308  -0.142
21 N -2.052 -1.323 -1.737  0.119
22 H -1.286 -4.393 -1.236  0.097
23 H 1.188 -5.247 -1.327  0.108
24 H 1.797 -7.339 -0.197  0.095
25 H 1.690 -7.494 2.276  0.091
26 H 0.939 -5.542 3.598  0.099
27 H 0.273 -3.460 2.456  0.074
28 H 0.157 -3.091 -3.314  0.134
29 H 2.016 -2.833 -5.004  0.126
30 H 4.172 -3.687 -4.172  0.051
31 H 4.560 -3.688 -1.721  0.092
32 H 3.000 -2.722 -0.127  0.082
33 H -3.431 -4.340 -2.322  0.101
34 H -5.168 -2.911 -3.365  0.098
35 H -4.852 -0.412 -3.364  0.096
36 H -2.813 0.500 -2.286  0.077
37 C -5.932 0.784 0.780  -0.042
38 C -4.775 1.698 0.489  -0.240
39 C -4.923 3.058 0.242  -0.023
40 C -3.816 3.844 -0.020  -0.103
41 C -2.581 3.217 -0.036  -0.754
42 Br -1.018 4.246 -0.341  0.783
43 N -2.415 1.934 0.169  -0.059
44 C -3.484 1.195 0.449  -0.136
45 H -6.847 1.351 0.953  0.070
46 H -5.732 0.176 1.663  0.082
47 H -6.107 0.102 -0.054  0.077
48 H -5.909 3.507 0.257  0.111
49 H -3.894 4.901 -0.222  0.099
50 H -3.291 0.145 0.657  0.071
51 O 2.351 -1.063 -3.896  -0.015
52 C 1.114 -0.966 -3.203  -0.424
53 O 1.258 -0.755 -1.799  -0.214
54 C 0.208 -0.016 -3.965  0.005
55 C 0.211 -0.196 -5.327  0.076
56 C -0.572 0.584 -6.186  -0.151
57 C -1.372 1.583 -5.686  0.058
58 C -1.395 1.781 -4.323  -0.063
59 C -0.579 1.048 -3.381  -0.322
60 O -0.522 1.392 -2.182  -0.195
61 N -2.298 2.835 -3.863  -0.313
62 O -2.608 3.718 -4.659  0.039
63 O -2.826 2.709 -2.761  0.026
64 N -0.550 0.344 -7.617  -0.365
65 O 0.161 -0.558 -8.042  0.043
66 O -1.268 1.038 -8.333  0.025
67 H 0.846 -0.958 -5.753  0.124
68 H -1.977 2.195 -6.335  0.124
69 Cl -2.168 -1.630 2.356  0.648
70 C -1.571 -1.218 3.948  -0.658
71 C -1.640 -2.203 4.919  -0.141
72 C -1.185 -1.937 6.198  -0.112
73 C -0.671 -0.680 6.481  -0.142
74 C -0.610 0.283 5.490  -0.666
75 Cl 0.066 1.823 5.952  0.633
76 C -1.056 0.065 4.170  -0.736
77 S -0.991 1.256 2.917  0.474
78 H -2.040 -3.172 4.655  0.093
79 H -1.223 -2.701 6.964  0.092
80 H -0.298 -0.439 7.467  0.090
81 F 6.932 -2.016 4.925  -0.045
82 C 5.786 -1.755 4.193  -0.338
83 C 5.672 -0.568 3.495  -0.081
84 C 4.530 -0.302 2.764  -0.079
85 C 3.420 -1.213 2.690  -0.353
86 C 2.270 -0.933 1.965  -0.109
87 C 3.616 -2.427 3.433  -0.074
88 C 4.764 -2.684 4.160  -0.078
89 H 6.488 0.147 3.528  0.095
90 H 4.454 0.638 2.226  0.081
91 H 1.438 -1.625 1.928  -0.027
92 H 2.206 -0.010 1.408  -0.042
93 H 2.827 -3.172 3.416  0.077
94 H 4.875 -3.614 4.707  0.096
95 C 3.392 4.493 3.181  -0.165
96 C 1.994 3.917 3.261  -0.193
97 N 1.881 2.849 2.296  0.078
98 C 2.387 2.913 1.036  -0.393
99 N 1.940 2.099 0.132  -0.050
100 C 2.559 2.103 -1.195  -0.223
101 C 4.016 2.507 -1.125  -0.153
102 C 4.097 3.859 -0.450  -0.170
103 N 3.433 3.792 0.841  -0.044
104 C 3.663 4.901 1.747  -0.172
105 H 4.110 3.724 3.475  0.122
106 H 3.504 5.351 3.847  0.110
107 H 1.250 4.706 3.080  0.118
108 H 1.792 3.495 4.243  0.088
109 H 1.135 2.173 2.454  0.005
110 H 2.015 2.798 -1.848  0.115
111 H 2.456 1.108 -1.628  0.095
112 H 4.451 2.548 -2.125  0.117
113 H 4.570 1.769 -0.540  0.125
114 H 3.646 4.634 -1.087  0.123
115 H 5.135 4.150 -0.263  0.114
116 H 3.036 5.764 1.475  0.123
117 H 4.704 5.211 1.624  0.114

The value obtained for the energy above the lowest of the compared OMol25 structures with the same formula, charge and spin is 589.4 kJ/mol. The charge is -2. The value obtained for the HOMO-LUMO gap is 3.778 eV. Its LUMO energy is 3.7 eV.